18
Properties=species:S:1:pos:R:3 method="wB97M-V/def2-TZVPD" e_tot_ha=-323.174811 spin_multiplicity=1 orbital_gap_ha=0.361 e_homo_ev=-8.8 molar_mass_da=101.2 relative_energy_kcal_mol=82.7
H -2.6956 2.0782 -0.0453
N -2.8259 1.2533 0.5309
C -1.9292 0.8860 1.3639
N -0.5378 0.5891 1.2134
C -0.3654 -0.6716 0.4933
C 1.0507 -1.0349 0.1005
C 1.7266 0.0656 -0.8424
N 1.0901 0.1985 -2.1901
H -2.2093 0.4124 2.2650
H 0.0495 0.7908 2.0048
H -1.0172 -0.5914 -0.4482
H -0.8504 -1.4871 1.1482
H 1.6686 -1.2223 0.9465
H 1.1480 -1.9414 -0.5046
H 1.6628 1.1605 -0.4303
H 2.8541 -0.1433 -0.6389
H 0.0540 0.3514 -2.2449
H 1.1266 -0.6937 -2.7219